1.
Entry from OMol25: a molecular structure, C27H9Cl64IO5 in a non-equilibrium geometry (ωB97M-V with the def2-TZVPD basis set).

Values from the calculation:
Charge   0
Spin multiplicity   1

The geometry in XYZ format:
```
106
Properties=species:S:1:pos:R:3:forces:R:3
C 0.28051 4.29789 0.29983 0.2 -0.4 0.1
C -0.61868 3.10526 0.12488 -0.4 0.1 0.0
O -1.80689 3.20298 0.15842 -0.2 0.0 0.2
O -0.05490 1.86056 -0.02167 0.2 -0.1 -0.2
C 0.79892 1.73727 -1.16454 0.3 0.3 0.0
C 0.33143 0.65231 -2.09305 0.3 -0.3 0.0
C -0.03226 -0.57978 -1.70888 0.7 0.4 -0.2
C -0.05183 -1.01911 -0.27411 -0.2 0.2 0.0
C 0.31207 -2.47315 -0.07945 -0.6 0.1 0.1
O 1.28400 -2.99257 -0.48019 0.6 -0.2 -0.2
I -1.12215 -3.58990 1.11556 0.1 0.0 -0.6
C -0.50498 -1.53154 -2.74098 -0.6 -0.9 -0.3
O -1.05080 -2.56969 -2.41878 0.2 0.2 0.2
C -0.35295 -1.22087 -4.18076 -0.1 1.2 -0.1
C 0.03718 -0.00050 -4.57890 -0.8 -0.7 1.2
C 0.30311 1.02448 -3.53898 0.4 0.6 -0.9
O 0.53391 2.16710 -3.89169 0.0 -0.1 0.2
H 1.33279 4.02871 0.37802 0.0 0.1 -0.2
H -0.01250 4.77025 1.23772 -0.1 0.0 -0.2
H 0.09189 4.99365 -0.51702 0.1 0.1 0.0
H 1.83884 1.53008 -0.88119 -0.2 -0.1 0.3
H 0.82980 2.68520 -1.70266 -0.1 -0.1 -0.2
H 0.69739 -0.43665 0.26760 -0.1 -0.1 0.1
H -1.02254 -0.79512 0.17071 0.0 0.0 0.0
H -0.59489 -1.97999 -4.91314 -0.2 -0.2 0.3
H 0.14405 0.24354 -5.62424 -0.1 0.4 0.1
C -4.08219 1.00111 -1.69498 0.0 0.1 0.1
Cl -2.43196 0.98924 -2.33757 -0.8 0.1 0.1
Cl -5.03512 -0.24209 -2.49380 0.2 0.4 -0.2
Cl -4.00947 0.66093 0.03761 0.1 0.0 0.0
Cl -4.81790 2.59071 -1.96946 0.3 -0.4 -0.2
C -3.16667 3.88840 -5.44396 0.0 0.1 0.0
Cl -4.87396 4.13223 -5.83895 0.0 0.0 0.0
Cl -2.17013 4.87252 -6.51996 0.0 0.0 0.0
Cl -2.88719 4.37183 -3.76871 0.3 0.1 -0.2
Cl -2.76003 2.18347 -5.65946 0.0 0.0 0.0
C 3.16722 -1.71724 -6.84723 0.0 -0.2 -0.1
Cl 1.76643 -1.71360 -5.75247 1.3 -0.4 -0.7
Cl 2.77873 -2.60702 -8.32126 -0.2 0.0 0.1
Cl 3.57536 -0.04821 -7.25759 0.0 0.0 0.0
Cl 4.54334 -2.47915 -6.04631 0.0 0.0 0.0
C -7.99061 2.71779 1.37883 0.1 -0.1 0.0
Cl -7.31080 1.99693 2.84573 -0.2 0.2 -0.3
Cl -9.47402 1.86436 0.93288 0.0 0.0 0.0
Cl -8.35681 4.42163 1.67383 0.0 0.0 0.0
Cl -6.80729 2.58186 0.07256 -0.6 0.1 0.4
C -1.45847 -3.20689 5.96529 -0.1 -0.1 0.0
Cl -3.03320 -2.66155 6.55404 0.0 0.0 0.0
Cl -0.24589 -1.97391 6.32701 0.0 0.0 0.0
Cl -1.02320 -4.72839 6.76969 -0.3 0.1 0.1
Cl -1.52556 -3.46746 4.21572 0.0 0.2 0.6
C -0.44965 6.50288 4.19474 -0.1 0.0 0.0
Cl 0.14558 5.76311 5.68507 0.0 0.0 0.0
Cl -1.87060 5.62386 3.62300 0.0 0.0 0.0
Cl -0.87535 8.18795 4.49982 0.0 0.0 0.0
Cl 0.81480 6.42704 2.96126 0.0 0.2 0.1
C 5.01271 -1.23570 -11.57845 0.0 0.0 0.0
Cl 5.58771 -1.82146 -10.01747 0.2 0.0 -0.1
Cl 3.59704 -2.17311 -12.07179 0.0 0.0 0.0
Cl 4.56845 0.46871 -11.43850 0.0 0.0 0.0
Cl 6.28769 -1.41589 -12.78714 0.0 0.0 0.0
C 3.18862 -4.49875 4.54489 -0.1 0.0 -0.1
Cl 3.90681 -3.09314 5.34477 0.0 0.0 0.0
Cl 3.17117 -4.23971 2.79621 0.0 0.0 0.0
Cl 4.13794 -5.93823 4.92822 0.1 0.0 -0.5
Cl 1.53770 -4.72146 5.12515 0.4 0.0 -0.1
C 0.23320 -8.61712 7.14086 0.0 0.0 0.0
Cl 0.19746 -7.40385 8.42719 -0.4 0.1 -0.2
Cl 1.46516 -8.18662 5.95665 0.0 0.0 0.0
Cl 0.60916 -10.19962 7.83638 0.0 0.0 0.0
Cl -1.34747 -8.68287 6.35379 0.0 0.0 0.0
C 4.92857 4.78909 3.21181 0.1 0.0 0.1
Cl 4.06376 4.54683 1.68368 0.0 0.0 0.0
Cl 3.81229 5.43018 4.41852 0.1 0.0 0.0
Cl 5.57904 3.24420 3.76788 0.0 0.0 0.0
Cl 6.24940 5.93180 2.95682 -0.2 -0.2 0.0
C -6.80329 -3.81115 -0.47162 0.0 0.0 0.1
Cl -5.94972 -2.28430 -0.25582 -0.1 -0.2 0.2
Cl -6.63353 -4.34221 -2.15166 0.0 0.0 0.0
Cl -6.11608 -5.03500 0.60142 0.0 0.0 0.0
Cl -8.51557 -3.59050 -0.09604 0.0 0.0 0.0
C 8.09869 -1.57749 -4.38946 0.0 0.0 0.0
Cl 8.11958 -0.58042 -5.84734 0.0 0.0 0.0
Cl 7.61177 -3.22282 -4.81308 0.0 -0.1 0.0
Cl 9.70954 -1.60758 -3.66867 0.0 0.0 0.0
Cl 6.94493 -0.90544 -3.23269 0.0 0.0 0.0
C 4.22882 -6.96255 9.09594 0.0 0.0 0.1
Cl 5.56931 -7.78239 8.28351 0.0 0.0 0.0
Cl 3.00056 -8.14781 9.54932 0.5 -0.1 0.1
Cl 4.82602 -6.15460 10.55175 0.0 0.0 0.0
Cl 3.53277 -5.76673 8.00327 -0.1 0.0 0.4
C 9.27302 7.69153 1.00948 0.0 0.0 0.0
Cl 9.32135 8.89023 -0.28547 0.0 0.0 0.0
Cl 8.74556 6.13957 0.35522 0.0 0.0 0.0
Cl 10.88165 7.51753 1.71483 0.0 0.0 0.0
Cl 8.13999 8.22973 2.26079 0.2 0.2 -0.1
C -6.64411 1.87753 6.81500 0.0 0.0 0.0
Cl -6.10752 0.97528 5.39202 0.2 -0.2 0.3
Cl -5.47796 3.15512 7.17091 0.0 0.0 0.0
Cl -8.22520 2.59335 6.49454 0.0 0.0 0.0
Cl -6.75929 0.78121 8.19473 0.0 0.0 0.0
C -7.85822 -0.26004 -5.52218 0.0 0.1 0.0
Cl -6.97617 1.25058 -5.27774 0.0 0.0 0.0
Cl -7.68994 -0.77498 -7.20372 0.0 0.0 0.0
Cl -7.19295 -1.50385 -4.45785 -0.1 -0.2 -0.1
Cl -9.56631 -0.01783 -5.14680 0.0 0.0 0.0
```
Positions in Å, forces in eV/Å.


2.
Entry from OMol25: a molecular structure, C28H13F4N7PdS (ωB97M-V with the def2-TZVPD basis set).

Values from the calculation:
Charge   -2
Spin multiplicity   1

The geometry in XYZ format:
```
54
Properties=species:S:1:pos:R:3:forces:R:3
Pd -1.88178 0.89472 0.97327 -0.6 0.2 0.1
S -2.81369 0.48109 3.11388 0.1 0.1 -0.2
C -2.31072 2.14138 3.27411 -0.2 -0.2 0.3
C -2.76923 3.04662 4.23925 0.2 0.1 -0.1
C -2.29122 4.33958 4.19708 0.0 0.0 0.0
C -1.39557 4.72267 3.19596 -0.1 0.0 0.1
C -1.01471 3.78259 2.25999 0.1 -0.1 -0.1
N -1.44932 2.52108 2.31209 -0.1 -0.1 0.0
H -3.48912 2.71461 4.97406 0.0 0.0 0.0
H -2.61877 5.06340 4.93494 0.0 0.0 0.0
H -1.00682 5.72897 3.13538 0.0 0.0 0.0
H -0.32721 4.02185 1.45635 0.0 0.0 0.0
F 4.14940 2.24028 0.14117 0.0 0.0 0.0
C 3.79747 1.30770 -0.76843 0.1 0.0 0.1
C 4.77323 0.41139 -1.15815 0.0 0.1 0.1
F 5.99369 0.56776 -0.60370 0.0 0.0 0.0
C 4.55370 -0.63367 -2.06221 0.1 -0.2 -0.1
C 3.23115 -0.66695 -2.52386 -0.1 0.0 0.0
C 2.26149 0.23841 -2.13922 0.0 0.0 -0.1
F 1.03664 0.10289 -2.68727 0.0 0.0 0.0
C 2.49098 1.27278 -1.23970 -0.1 0.1 0.1
C 1.44380 2.21078 -0.80083 0.0 0.3 0.3
C 0.10822 1.90110 -0.75017 0.1 -0.2 -0.3
N -1.04821 1.69173 -0.72897 0.2 0.0 0.0
C 1.72291 3.49424 -0.25293 0.1 -0.2 -0.3
N 1.86862 4.56087 0.17383 0.0 0.0 0.1
F 2.85805 -1.60639 -3.41626 0.0 0.0 0.0
C 5.57984 -1.57260 -2.47854 0.1 -0.1 0.0
C 5.32476 -2.67404 -3.33513 0.0 0.2 0.2
N 5.18383 -3.59565 -4.02335 0.0 0.0 0.0
C 6.93912 -1.45907 -2.09144 -0.2 0.0 -0.1
N 8.06484 -1.41951 -1.81775 0.0 0.0 0.0
N 0.86188 -0.18464 2.94498 -0.1 0.1 0.1
C 2.07400 -0.71018 3.22130 0.0 0.0 0.0
C 2.48949 -1.35171 2.07830 0.0 0.0 0.0
C 1.43493 -1.15161 1.16144 0.1 0.1 0.0
N 0.45834 -0.44043 1.69998 0.2 -0.2 -0.1
H 0.23177 0.31970 3.54783 0.0 0.0 0.0
H 2.53968 -0.58570 4.18442 0.0 0.0 0.0
H 3.41985 -1.86740 1.91390 0.0 0.0 0.0
H 1.35720 -1.47768 0.13522 0.0 0.0 0.0
C -2.84869 -0.44170 -0.06283 0.2 -0.1 0.2
C -3.48215 -1.25144 -0.70606 -0.1 -0.2 -0.1
C -4.21154 -2.22568 -1.46264 0.0 0.1 0.0
C -3.78016 -2.62056 -2.73472 0.0 0.0 0.0
C -4.48974 -3.55844 -3.46854 0.0 0.0 0.0
C -5.64811 -4.12789 -2.95454 0.0 0.0 0.0
C -6.08581 -3.74898 -1.69139 0.0 0.0 0.0
C -5.37765 -2.81237 -0.95404 0.0 0.0 0.0
H -2.87504 -2.17943 -3.13149 0.0 0.0 0.0
H -4.13340 -3.84930 -4.44949 0.0 0.0 0.0
H -6.20145 -4.85963 -3.53045 0.0 0.0 0.0
H -6.98543 -4.18876 -1.27624 0.0 0.0 0.0
H -5.71335 -2.51676 0.03164 0.0 0.0 0.0
```
Positions in Å, forces in eV/Å.


3.
Entry from OMol25: a molecular structure, C28H17Cl2N7O2S2Sc in a non-equilibrium geometry (ωB97M-V with the def2-TZVPD basis set).

Values from the calculation:
Charge   -1
Spin multiplicity   1

The geometry in XYZ format:
```
59
Properties=species:S:1:pos:R:3:forces:R:3
Sc -0.15588 0.04638 -0.02914 -0.9 -0.8 1.0
Cl 5.28278 1.71069 -4.01165 0.2 -0.1 -0.1
C 3.70056 1.73493 -3.30221 -0.1 0.2 0.0
C 3.14942 0.54628 -2.84972 -0.1 -0.1 0.1
C 1.89931 0.54901 -2.23691 0.2 0.6 -0.3
N 1.25553 -0.54614 -1.69448 -0.2 -0.3 0.1
C 1.53383 -1.79981 -2.04205 -0.1 0.2 0.1
O 2.38813 -2.24438 -2.81506 0.0 -0.1 0.0
C 0.58989 -2.76887 -1.35745 -0.1 -0.6 0.0
C 0.76503 -4.13996 -1.55052 0.2 0.2 -0.1
C -0.10264 -5.02816 -0.94554 -0.2 0.2 0.2
C -1.12681 -4.51553 -0.15971 0.2 0.0 -0.3
C -1.22309 -3.14116 -0.00832 -0.4 -0.1 0.2
N -0.39139 -2.27704 -0.58706 0.4 -0.2 -0.3
C 1.17218 1.77363 -2.13916 0.5 -0.1 -0.4
C 1.73411 2.94845 -2.62711 0.0 -0.1 0.1
C 3.00181 2.92625 -3.18821 0.1 -0.2 0.0
Cl 3.69805 4.40938 -3.75840 0.0 0.2 0.0
N -0.07591 1.65546 -1.55918 -0.3 0.0 0.2
C -1.11115 2.42454 -1.88431 0.0 -0.1 0.0
O -1.17672 3.39745 -2.63915 -0.1 0.0 0.1
C -2.36891 1.92117 -1.19162 -0.5 0.1 -0.2
C -3.50870 2.72544 -1.15076 0.2 0.0 -0.1
C -4.63556 2.26949 -0.49515 0.2 -0.2 0.1
C -4.60207 1.00490 0.07602 0.0 0.2 -0.2
C -3.43701 0.26250 -0.02163 -0.3 -0.3 0.1
N -2.33611 0.70322 -0.63103 -0.1 0.6 -0.2
H 3.67927 -0.38484 -2.97675 0.0 0.0 0.0
H 1.58451 -4.47198 -2.17188 0.0 0.1 0.0
H 0.01679 -6.09711 -1.07453 0.0 0.0 0.0
H -1.83496 -5.16749 0.33124 0.0 0.0 0.0
H -1.98110 -2.70379 0.63397 0.2 0.1 0.0
H 1.18314 3.87471 -2.57837 0.0 0.0 0.0
H -3.47397 3.69732 -1.62088 0.1 0.0 -0.1
H -5.51540 2.89257 -0.41916 -0.1 0.0 0.0
H -5.45530 0.61242 0.60754 0.0 -0.1 0.0
H -3.37358 -0.72457 0.42113 0.1 0.2 0.1
N 1.85091 2.72614 2.84249 0.1 -0.5 -0.2
C 0.89561 3.68469 2.64032 -0.6 0.0 -0.4
C 0.72449 4.95285 3.16753 -0.1 0.2 0.1
C -0.40737 5.64509 2.77323 0.2 0.1 0.2
C -1.32799 5.09098 1.88555 -0.2 -0.1 -0.2
C -1.14347 3.83765 1.33596 0.1 0.0 0.0
C -0.00761 3.12474 1.70523 0.2 0.5 0.4
N 0.42354 1.87385 1.34197 1.5 -0.5 0.4
C 1.52502 1.65452 2.04950 -1.2 1.3 -0.3
C 2.24627 0.42396 2.03857 1.5 -1.0 0.9
C 3.30096 0.07463 2.86050 -0.6 -0.2 -0.7
S 3.82390 -1.52997 2.51614 -0.8 0.6 -0.4
C 2.60617 -1.61100 1.28186 0.3 0.1 0.4
N 1.87044 -0.55579 1.16035 0.1 0.1 -0.1
H 2.61729 2.77220 3.48895 0.0 0.0 0.0
H 1.43429 5.38110 3.86155 0.0 0.0 0.1
H -0.59039 6.63353 3.16987 0.0 0.1 0.0
H -2.20897 5.65852 1.61811 0.0 0.0 0.0
H -1.86254 3.41419 0.65756 -0.1 0.0 0.0
H 3.77513 0.64034 3.63561 0.1 0.2 0.2
H 2.49552 -2.50086 0.69444 -0.1 -0.2 -0.2
S -1.21139 -0.62628 2.07977 0.3 0.1 -0.5
```
Positions in Å, forces in eV/Å.


Which HOMO belongs to each record? In order, -9.626 -1.620 -3.163 eV.